one.
Computed, not measured: a cluster of 2 separate species, C8H14 in total, with the ωB97M-V functional and the def2-TZVPD basis.

Calculated values
Spin multiplicity: 1
Orbital gap: 9.93 eV
LUMO level: 1.09 eV

Structure (XYZ):
```
22
C8H14 | OMol25 | the ωB97M-V functional and the def2-TZVPD basis
C 2.1586 -0.4171 0.2065
C 1.2367 -0.0733 1.3465
C 1.1938 1.1352 1.9036
C 0.3145 1.4873 3.0612
H 3.0527 0.2022 0.1983
H 2.4854 -1.4574 0.2903
H 1.6210 -0.3570 -0.7427
H 0.5282 -0.8582 1.5968
H 1.9494 1.8220 1.5361
H -0.3502 0.6506 3.2877
H 0.9153 1.6543 3.9577
H -0.3174 2.3586 2.8878
C -2.2638 0.2279 -0.5327
C -1.6938 -0.7014 -1.2990
C -1.1690 -0.4647 -2.6426
C -0.7594 -1.4773 -3.4103
H -2.4130 1.2682 -0.7826
H -2.5591 -0.0504 0.4732
H -1.6174 -1.7124 -0.9176
H -1.1249 0.5563 -2.9995
H -0.3915 -1.3112 -4.4109
H -0.7961 -2.4821 -3.0079
```

two.
Computed, not measured: the molecule C8H14, with the ωB97M-V functional and the def2-TZVPD basis.

Calculated values
Spin multiplicity: 1
Orbital gap: 6.40 eV
LUMO level: -0.60 eV

Structure (XYZ):
```
22
C8H14 | OMol25 | the ωB97M-V functional and the def2-TZVPD basis
C -0.4691 -0.1260 -2.4335
C 0.6047 0.9509 -2.3238
C 0.6785 1.7714 -0.9566
C 1.1599 0.7540 0.1292
C 0.5631 1.1598 1.4931
C -0.5501 -2.2292 2.2676
C -0.9589 -0.9489 1.6836
C 0.0146 -0.2000 0.8698
H -0.7175 -0.4525 -3.5153
H -1.3557 0.1370 -1.8073
H -0.2554 -1.0715 -1.8985
H 0.4470 1.7110 -3.1216
H 1.5871 0.5607 -2.4635
H -0.2966 2.1747 -0.6754
H 1.5442 2.4769 -1.0115
H 1.1429 1.1061 2.3742
H -0.1452 1.9045 1.5136
H -1.3904 -2.7267 2.6363
H 0.1965 -2.0616 3.2101
H 0.0203 -3.1098 1.7318
H -1.9037 -0.6148 1.8074
H 0.0835 -1.1661 0.4901
```

On energetic grounds, one is preferred over the next structure by 182.6 kcal/mol.

one.
Computed, not measured: a cluster of 2 separate species, C6H12N3S in total, with the ωB97M-V functional and the def2-TZVPD basis.

Calculated values
Spin multiplicity: 1
Orbital gap: 9.05 eV
LUMO level: -3.67 eV
Total charge: +1

Structure (XYZ):
```
22
C6H12N3S | OMol25 | the ωB97M-V functional and the def2-TZVPD basis
C -3.3800 -2.3209 0.3993
C 0.2322 1.7777 -0.6456
C 1.7044 0.0062 -0.9388
C -0.7675 0.8582 0.0437
C 0.6816 -0.9257 -0.3310
C 0.6133 0.1630 1.9160
N -2.4659 -1.6842 0.2019
N 1.0950 1.1472 -1.5877
N -0.0758 -0.1717 0.7367
S -0.7902 -1.0274 2.0702
H -0.0261 2.6789 -1.2080
H 0.9873 2.1265 0.0905
H 2.5246 0.4268 -0.2938
H 2.3631 -0.5880 -1.6537
H -1.3007 1.6366 0.7609
H -1.4727 0.2100 -0.5474
H 0.1007 -1.1394 -1.2486
H 1.2059 -1.8730 0.0636
H -4.1547 -3.1630 0.4650
H 1.5831 -0.2445 2.0078
H 0.5677 1.1259 2.1818
H 0.7746 0.9805 -2.4828
```

two.
Computed, not measured: a cluster of 2 separate species, C6H12N3S in total, with the ωB97M-V functional and the def2-TZVPD basis.

Calculated values
Spin multiplicity: 1
Orbital gap: 8.57 eV
LUMO level: -4.58 eV
Total charge: +1

Structure (XYZ):
```
22
C6H12N3S | OMol25 | the ωB97M-V functional and the def2-TZVPD basis
C -1.5257 2.6693 -0.3719
C -1.0864 1.4632 -0.0435
C -2.4148 2.4366 1.5111
C 2.8104 -1.1105 -1.3517
C 1.9470 -2.3136 -1.5625
C -1.3515 0.1591 2.0140
N -2.2949 3.2649 0.5875
N -1.5137 1.2734 1.3090
N -0.6017 -0.8286 1.6879
S 0.2263 -1.9884 -1.1075
H -1.1686 3.2102 -1.2324
H -0.4787 0.8067 -0.5314
H -3.3052 2.4628 2.2198
H 2.7232 -0.5166 -2.2028
H 2.3988 -0.5196 -0.5014
H 3.8232 -1.3062 -1.1380
H 2.1625 -3.1997 -0.9947
H 2.0040 -2.6244 -2.6158
H -1.7389 0.2520 2.9988
H -0.4191 -1.1896 0.7250
H -0.5830 -1.6124 2.4144
H 0.3867 -0.7887 -1.8140
```

On energetic grounds, two is preferred over the next structure by 48.0 kcal/mol.

one.
Computed, not measured: a cluster of 3 separate species, C3H12NO2S in total, with the ωB97M-V functional and the def2-TZVPD basis.

Calculated values
Spin multiplicity: 1
Orbital gap: 6.18 eV
LUMO level: 3.33 eV
Total charge: -1

Structure (XYZ):
```
19
C3H12NO2S | OMol25 | the ωB97M-V functional and the def2-TZVPD basis
C -0.1286 -2.6427 0.0901
C 0.3034 -1.1991 -0.1481
C -0.0606 -0.7247 -1.5407
S -1.8665 -0.5577 -1.9261
N -0.3777 -0.4060 0.9385
H -0.1821 -2.9271 1.1365
H 0.5789 -3.2796 -0.4570
H -1.1174 -2.8000 -0.3459
H 1.3886 -1.0911 -0.0586
H 0.3600 0.2398 -1.8210
H 0.3815 -1.4563 -2.2340
H -0.2706 0.5834 0.7006
H -1.3543 -0.5343 0.6663
H -0.8986 2.3192 -0.3776
H -0.5689 2.3300 -1.9094
O -0.4167 2.7661 -1.0796
H 1.1908 2.8217 3.4897
H 1.2694 3.2884 2.0122
O 1.7695 3.2701 2.8643
```

two.
Computed, not measured: a cluster of 3 separate species, C3H12NO2S in total, with the ωB97M-V functional and the def2-TZVPD basis.

Calculated values
Spin multiplicity: 1
Orbital gap: 6.68 eV
LUMO level: 3.80 eV
Total charge: -1

Structure (XYZ):
```
19
C3H12NO2S | OMol25 | the ωB97M-V functional and the def2-TZVPD basis
C -0.4240 -0.7926 0.4987
C 0.3405 -1.8960 -0.2463
S 1.2845 -1.3862 -1.7392
C 0.5028 0.3372 0.9564
N -0.2318 1.5730 1.2265
H -1.2458 -0.4651 -0.1366
H -0.8426 -1.2177 1.4240
H 1.0351 -2.4059 0.4283
H -0.4042 -2.6271 -0.5733
H 1.0677 0.1149 1.8617
H 1.2323 0.4361 0.1485
H 0.2387 2.1956 1.8482
H -0.5515 2.1136 0.4533
H 0.4196 1.5125 -3.0462
H 0.6115 0.7835 -1.7559
O 0.1470 1.5890 -2.1307
H -2.6244 0.4221 3.1822
H -1.7231 1.3173 2.2731
O -2.5016 1.3326 2.9020
```

On energetic grounds, two is preferred over the next structure by 7.6 kcal/mol.